one | # C2H5NO

C2H5NO in the gas phase (wB97M-V/def2-TZVPD, the OMol25 dataset).

The geometry in XYZ format:
```
9
Properties=species:S:1:pos:R:3:mulliken_charge:R:1
C 1.3566 0.6219 -1.2171 -0.3470
C -1.0849 -0.5639 0.9752 -0.6685
N -0.2088 -0.8724 -0.0955 -0.4555
O 0.3843 0.3015 -0.3950 -0.0292
H 1.6380 1.6391 -1.0448 0.2575
H 1.8380 0.1001 -2.0229 0.3347
H -1.6296 0.3599 0.7431 0.2985
H -1.7663 -1.3921 1.3023 0.2870
H -0.5273 -0.1941 1.7546 0.3224
```

Output
- HOMO (spin up / spin down): -7.9 / -8.7 eV
- Orbital gap (spin up / spin down): 8.3330 / 9.2929 eV
- Multiplicity: 1


two | # C2H5NO

2 unconnected molecules or ions with the total composition C2H5NO (wB97M-V/def2-TZVPD, the OMol25 dataset).

The geometry in XYZ format:
```
9
Properties=species:S:1:pos:R:3:mulliken_charge:R:1
C 1.3481 -0.0630 0.7141 -0.3030
N 2.2436 0.3295 -0.1472 -0.4688
H 0.3553 0.4706 0.9938 0.2302
H 1.5233 -1.0519 1.1090 0.2968
H 1.9655 1.2976 -0.5929 0.2422
C -1.8856 -0.2344 -0.5232 -0.0483
O -2.8061 -0.9432 -0.1970 -0.3991
H -1.8358 0.8891 -0.4863 0.2402
H -0.9082 -0.6941 -0.8703 0.2098
```

Output
- SMILES: C=N.C=O
- HOMO: -10.4 eV
- Orbital gap: 10.9036 eV
- Multiplicity: 1


three | # C2H5NO

2 unconnected molecules or ions with the total composition C2H5NO (wB97M-V/def2-TZVPD, the OMol25 dataset).

The geometry in XYZ format:
```
9
Properties=species:S:1:pos:R:3:mulliken_charge:R:1
N -2.4631 1.0609 0.7451 -0.4129
C -2.1455 0.0283 0.2000 0.5287
O -1.9762 -0.8901 -0.4403 -0.3491
H -2.3007 1.5255 1.5265 0.2330
C 1.7398 -0.3607 -0.3823 -1.0290
H 2.7787 -0.5784 -0.6255 0.3103
H 1.6128 0.6823 -0.6533 0.2546
H 1.2649 -1.0520 -1.0513 0.2518
H 1.4894 -0.4158 0.6812 0.2126
```

Output
- SMILES: N=C=O.C
- HOMO: -11.1 eV
- Orbital gap: 11.8772 eV
- Multiplicity: 1


four | # C2H5NO

2 unconnected molecules or ions with the total composition C2H5NO (wB97M-V/def2-TZVPD, the OMol25 dataset).

The geometry in XYZ format:
```
9
Properties=species:S:1:pos:R:3:mulliken_charge:R:1
C -0.6529 -1.1253 -0.5438 -0.2279
N -1.6039 -1.0128 0.2790 -0.4873
H -0.5021 -2.1124 -1.0095 0.2286
H -0.0652 -0.3319 -0.9974 0.2227
H -2.3551 -1.6713 0.0891 0.2620
C 1.2874 1.5765 0.5387 -0.0967
O 1.5606 1.8110 -0.6005 -0.3882
H 1.6462 0.6538 1.0354 0.2502
H 0.6849 2.2124 1.2091 0.2365
```

Output
- SMILES: C=N.C=O
- HOMO: -9.7 eV
- Orbital gap: 10.5032 eV
- Multiplicity: 1


We find three to be the most stable, with the next structure 170.7 kJ/mol higher.


one | # C6H15N3

2 unconnected molecules or ions with the total composition C6H15N3 (wB97M-V/def2-TZVPD, the OMol25 dataset).

The geometry in XYZ format:
```
24
Properties=species:S:1:pos:R:3:mulliken_charge:R:1
C 0.3843 1.3632 -0.4336 0.6980
C -0.5303 -1.8757 -0.9656 -1.0570
C 1.3835 0.7492 -1.3569 -1.2431
C -0.7004 2.1899 -1.0411 -1.3135
N -0.8964 -0.6388 -0.2904 -0.0805
H -1.7827 -0.2415 -0.5767 0.2740
H 0.7797 1.8082 0.4650 0.3105
H 0.5287 -2.0687 -0.7934 0.3361
H -0.7133 -1.7815 -2.0367 0.3128
H -1.0970 -2.7362 -0.5922 0.3190
H 2.0180 1.5538 -1.7544 0.4238
H -1.1797 1.6803 -1.8792 0.2951
H 0.9244 0.2562 -2.2140 0.2277
H 2.0382 0.0530 -0.8366 0.3035
H -1.4266 2.5215 -0.3023 0.3599
H -0.2661 3.1147 -1.4444 0.4105
C -0.7660 -0.5598 1.1571 -0.3441
C 1.1984 -1.4036 2.3393 -0.4063
N 0.7993 -0.6909 1.3775 -0.2132
N -1.2506 0.6815 1.5240 -0.7543
H -0.9454 0.9087 2.4680 0.1981
H -1.2737 -1.4363 1.6238 0.4351
H 2.2587 -1.4765 2.5796 0.2590
H 0.5151 -1.9707 2.9831 0.2487
```

Output
- HOMO (spin up / spin down): -7.5 / -6.6 eV
- Orbital gap (spin up / spin down): 7.9504 / 6.2776 eV
- Multiplicity: 1


two | # C6H15N3

A molecular structure, C6H15N3 (wB97M-V/def2-TZVPD, the OMol25 dataset).

The geometry in XYZ format:
```
24
Properties=species:S:1:pos:R:3:mulliken_charge:R:1
C 2.2489 0.6225 1.1870 0.3263
C 2.8119 0.8504 -0.0659 -0.9859
C 2.1050 -0.7248 1.8090 -1.1214
C -1.2927 -1.7969 0.0799 -1.1596
N -1.0536 1.2158 -0.4556 -0.2790
N 0.2907 0.9202 -0.5745 -0.5991
C -2.1244 0.4214 -0.8541 0.5687
N -3.1819 1.2015 -1.3607 -0.6048
C -2.1797 -0.9208 -0.7582 -0.3431
H -1.2433 2.1988 -0.3290 0.3061
H 0.3499 -0.0662 -0.8281 0.2315
H 1.9778 1.4709 1.8017 0.2750
H -4.0305 0.6790 -1.5211 0.2150
H -2.9276 1.7835 -2.1490 0.2073
H -3.0127 -1.4146 -1.2445 0.2331
H 3.3064 0.0180 -0.5607 0.2750
H 1.6301 1.0727 -0.7705 0.3659
H 3.2909 1.8105 -0.2395 0.3353
H 2.1487 -1.5177 1.0580 0.2866
H 2.9061 -0.9017 2.5370 0.3534
H 1.1520 -0.8221 2.3327 0.2663
H -0.7148 -1.2037 0.7886 0.1326
H -1.8895 -2.5290 0.6298 0.4125
H -0.5678 -2.3677 -0.5120 0.3025
```

Output
- HOMO (spin up / spin down): -6.1 / -6.7 eV
- Orbital gap (spin up / spin down): 6.3825 / 7.4128 eV
- Multiplicity: 1


three | # C6H15N3

A molecular structure, C6H15N3 (wB97M-V/def2-TZVPD, the OMol25 dataset).

The geometry in XYZ format:
```
24
Properties=species:S:1:pos:R:3:mulliken_charge:R:1
C 1.5911 1.3023 -0.4353 -0.5843
C -3.0910 -0.6245 0.5429 -1.2922
C 1.0243 1.2386 -1.8460 -1.1031
C -1.7113 -0.3788 -0.0491 0.7393
N -1.2878 -0.9228 -1.1451 -0.6775
H -1.9739 -1.5633 -1.5307 0.1379
H 2.6522 1.0548 -0.4614 0.5071
H 1.5469 2.2742 0.0562 0.3658
H -3.0014 -1.1081 1.5184 0.3008
H -3.6149 0.3225 0.6833 0.3079
H -3.6953 -1.2625 -0.1013 0.4029
H 0.9511 0.2136 -2.2097 0.2717
H 0.0132 1.6424 -1.8726 0.3225
H 1.6496 1.8263 -2.5225 0.3930
C 1.4361 -1.3640 0.3885 -1.1923
C 1.3785 -0.0027 0.9744 0.9837
N -0.9044 0.4657 0.6362 -0.5848
N 1.6644 0.5167 2.0620 -0.6781
H -1.2458 0.7386 1.5487 0.1309
H 0.3931 0.8805 0.1850 0.0005
H 1.8760 -0.1328 2.8140 0.2946
H 1.2322 -2.0892 1.1786 0.4038
H 0.6837 -1.4840 -0.3961 0.2518
H 2.4333 -1.5433 -0.0183 0.2981
```

Output
- HOMO: -8.0 eV
- Orbital gap: 8.9210 eV
- Multiplicity: 1


We find three to be the most stable, with the next structure 128.1 kJ/mol higher.


one | # C6H15N3

C6H15N3 in the gas phase (wB97M-V/def2-TZVPD, the OMol25 dataset).

The geometry in XYZ format:
```
24
Properties=species:S:1:pos:R:3:mulliken_charge:R:1
C -0.4204 0.5526 -2.0625 -1.6031
C 0.5770 -0.1795 -1.5221 0.9538
N 0.8362 -1.4758 -1.9725 -0.4532
C 1.1501 0.1359 -0.1819 -0.5498
N 1.4970 1.5177 -0.0298 -0.6302
N 0.1770 -0.3480 0.9693 0.1074
C 0.2829 -1.7809 1.1734 -1.1543
C -1.1834 0.0978 0.8479 -0.1344
C -1.4510 1.4071 1.5883 -1.3037
H -0.5950 1.5770 -1.7826 0.2683
H -0.8519 0.2665 -3.0108 0.3553
H 1.7595 -1.8220 -1.7584 0.2109
H 0.5736 -1.6355 -2.9332 0.2299
H 2.0592 -0.4534 -0.0105 0.5091
H 1.7502 1.6962 0.9352 0.3440
H 0.7243 2.1258 -0.2671 0.2323
H -0.2562 -2.0503 2.0824 0.4074
H 1.3307 -2.0483 1.3140 0.2998
H -0.1139 -2.3695 0.3343 0.4055
H -1.8590 -0.6737 1.2249 0.4777
H -1.4193 0.2614 -0.2668 0.0712
H -2.5136 1.6431 1.5508 0.3990
H -0.9048 2.2363 1.1484 0.2328
H -1.1492 1.3192 2.6294 0.3243
```

Output
- SMILES: C=C(N)[C@@H](N)N(C)CC
- HOMO: -8.2 eV
- Orbital gap: 9.2577 eV
- Multiplicity: 1


two | # C6H15N3

2 unconnected molecules or ions with the total composition C6H15N3 (wB97M-V/def2-TZVPD, the OMol25 dataset).

The geometry in XYZ format:
```
24
Properties=species:S:1:pos:R:3:mulliken_charge:R:1
C -1.6803 1.3653 0.3299 -1.4858
C -0.5860 0.5312 0.9256 1.0609
C -0.9953 -0.6291 1.7837 -1.2193
N 0.6193 1.0231 0.8819 -0.1775
N 1.5871 0.4964 1.7453 -0.6737
H -1.2813 2.2070 -0.2315 0.3398
H -2.3118 0.7647 -0.3254 0.3035
H -2.3032 1.7634 1.1324 0.4111
H -1.0960 -0.2875 2.8176 0.3512
H -1.9574 -1.0207 1.4585 0.3374
H -0.2554 -1.4262 1.7700 0.3450
H 1.8834 -0.4289 1.4423 0.2023
H 2.3889 1.1149 1.7322 0.2711
C 0.9727 -1.8408 -0.9322 -0.9753
C -0.1341 -0.9939 -1.4921 -0.2670
C 0.0490 0.2357 -2.0458 -0.1966
N 1.0701 1.0814 -1.7377 -0.6965
H 1.8423 -1.2351 -0.6674 0.2062
H 1.2999 -2.5787 -1.6714 0.3371
H 0.6662 -2.3980 -0.0431 0.2325
H -1.0392 -1.5211 -1.7542 0.3462
H -0.7672 0.6504 -2.6348 0.3360
H 0.8572 2.0410 -1.9752 0.3325
H 1.1711 1.0856 -0.5085 0.2789
```

Output
- SMILES: CC(C)=NN.C/C=C\N
- HOMO: -7.4 eV
- Orbital gap: 8.3920 eV
- Multiplicity: 1


three | # C6H15N3

A molecular structure, C6H15N3 (wB97M-V/def2-TZVPD, the OMol25 dataset).

The geometry in XYZ format:
```
24
Properties=species:S:1:pos:R:3:mulliken_charge:R:1
C -1.0148 -1.1929 1.7928 -0.9750
C -1.5833 -1.5070 -0.5657 -1.0225
N -0.8317 -0.6941 0.4139 0.1968
C -1.0515 0.7619 0.2435 0.0639
N -0.3870 1.5322 1.2114 -0.4387
N -2.0212 1.1190 -0.4940 -0.6307
H -0.6778 2.5004 1.1912 0.2406
H 0.6186 1.4538 1.1576 0.2347
H -2.0744 2.1273 -0.6021 0.2789
H -0.5110 -0.5340 2.4933 0.3514
H -2.0770 -1.2238 2.0409 0.3293
H -2.6551 -1.4244 -0.3959 0.3512
H -1.2623 -2.5436 -0.4661 0.4082
H -1.3203 -1.1192 -1.5461 0.2855
H -0.5922 -2.1953 1.8643 0.3723
C 2.8001 0.0822 -0.2795 -1.0922
C 1.4069 0.1822 -0.8465 0.2995
C 1.1737 0.8729 -1.9568 -1.0447
H 0.3978 -0.6906 -0.0393 0.3346
H 3.0323 0.9160 0.3917 0.2225
H 2.9072 -0.8274 0.3208 0.2869
H 3.5869 0.0436 -1.0443 0.3860
H 1.9481 1.4412 -2.4740 0.3115
H 0.1881 0.9197 -2.4109 0.2500
```

Output
- HOMO: -7.4 eV
- Orbital gap: 8.2493 eV
- Multiplicity: 1


We find one to be the most stable, with the next structure 120.6 kJ/mol higher.